[1]
{
  "formula": "C15H14GaN4O2S2",
  "method": "the ωB97M-V functional and the def2-TZVPD basis",
  "symbols": ["Ga", "C", "C", "N", "N", "C", "N", "S", "C", "C", "C", "C", "C", "N", "H", "H", "H", "H", "H", "H", "H", "H", "H", "H", "O", "C", "O", "C", "C", "C", "C", "C", "C", "S", "H", "H", "H", "H"],
  "coordinates": [[0.05, -0.54, -0.74], [0.45, -2.64, 3.15], [0.63, -1.94, 1.84], [-0.11, -2.06, 0.82], [-1.18, -2.88, 0.71], [-1.64, -3.08, -0.56], [-2.69, -3.88, -0.68], [-0.87, -2.40, -1.91], [1.80, -1.05, 1.56], [2.83, -0.85, 2.44], [3.90, -0.05, 2.05], [3.90, 0.52, 0.80], [2.82, 0.29, -0.05], [1.80, -0.48, 0.34], [-0.60, -2.83, 3.36], [0.83, -2.04, 3.97], [0.98, -3.59, 3.15], [-1.64, -3.27, 1.53], [-3.15, -4.31, 0.10], [-3.08, -4.03, -1.60], [2.82, -1.32, 3.42], [4.73, 0.12, 2.73], [4.71, 1.15, 0.46], [2.74, 0.71, -1.04], [1.05, 2.07, -3.54], [0.42, 1.61, -2.62], [0.74, 0.41, -2.14], [-0.78, 2.36, -2.06], [-1.09, 3.51, -2.81], [-2.13, 4.35, -2.47], [-2.90, 4.06, -1.36], [-2.61, 2.93, -0.60], [-1.56, 2.07, -0.93], [-1.42, 0.74, 0.25], [-0.47, 3.71, -3.67], [-2.34, 5.22, -3.08], [-3.72, 4.70, -1.07], [-3.22, 2.71, 0.27]],
  "mulliken_charge": [0.435, -1.718, 0.845, 0.145, -0.686, 0.637, -0.369, -0.355, 0.711, -0.674, -0.444, -0.780, -0.070, 0.142, 0.489, 0.444, 0.336, 0.206, 0.200, 0.243, 0.316, 0.441, 0.435, 0.559, -0.636, 0.678, -0.377, 0.450, -0.707, -0.625, -0.527, -0.979, 0.860, -0.260, 0.453, 0.396, 0.387, 0.399],
  "mol_weight_g_mol": 416.16,
  "total_energy_ha": -3670.567618,
  "charge": 1
}

=====

[2]
{
  "formula": "CHCl3",
  "method": "the ωB97M-V functional and the def2-TZVPD basis",
  "symbols": ["C", "Cl", "Cl", "Cl", "H"],
  "coordinates": [[-0.06, -0.07, -0.12], [1.16, 0.75, -0.83], [-1.19, 0.89, 0.67], [0.82, -0.91, 1.07], [-0.73, -0.66, -0.79]],
  "mulliken_charge": [0.121, -0.120, -0.132, -0.141, 0.272],
  "de_lowest_kcal_mol": 21.0,
  "mol_weight_g_mol": 119.38,
  "charge": 0
}

=====

[3]
{
  "formula": "C15H15BrCsF14N2O4P",
  "method": "the ωB97M-V functional and the def2-TZVPD basis",
  "symbols": ["N", "P", "O", "C", "C", "C", "C", "F", "F", "C", "F", "F", "C", "F", "F", "C", "F", "F", "F", "C", "O", "O", "N", "C", "C", "C", "C", "F", "F", "C", "F", "F", "F", "C", "C", "O", "Br", "H", "H", "H", "H", "H", "H", "H", "H", "H", "H", "H", "H", "H", "H", "H", "Cs"],
  "coordinates": [[0.05, -0.13, 4.37], [-0.40, -1.51, 3.38], [1.07, -2.33, 3.07], [-1.15, -0.91, 1.70], [-1.77, 0.57, 1.81], [-1.65, 1.42, 0.50], [-2.71, 1.15, -0.60], [-2.41, -0.05, -1.21], [-3.94, 1.14, 0.02], [-2.80, 2.29, -1.70], [-2.02, 3.39, -1.45], [-4.09, 2.77, -1.73], [-2.49, 1.83, -3.17], [-3.31, 0.84, -3.63], [-2.81, 2.92, -3.97], [-0.95, 1.55, -3.47], [-0.76, 0.66, -4.63], [-0.23, 1.19, -2.43], [-0.42, 2.79, -3.89], [-2.48, -1.83, 1.65], [-3.45, -1.53, 0.94], [-2.51, -2.92, 2.32], [-0.34, -1.16, 0.52], [1.02, -0.67, 0.43], [1.51, 0.47, 1.36], [2.82, 1.09, 0.68], [4.04, 0.12, 0.70], [4.06, -0.75, 1.75], [5.18, 0.93, 0.85], [4.28, -0.71, -0.64], [4.20, -2.03, -0.33], [3.45, -0.39, -1.66], [5.55, -0.46, -1.10], [-0.64, -2.40, -0.20], [0.42, -2.74, -1.34], [1.32, -3.45, -1.08], [0.28, -2.05, -3.19], [0.38, 0.69, 3.84], [0.85, -0.45, 4.93], [0.88, -3.28, 3.00], [-1.25, 1.17, 2.61], [-2.83, 0.55, 2.14], [-1.80, 2.49, 0.82], [-0.64, 1.40, 0.02], [1.20, -0.30, -0.63], [1.73, -1.53, 0.63], [1.87, 0.10, 2.36], [0.83, 1.34, 1.51], [2.53, 1.44, -0.33], [3.09, 2.00, 1.27], [-0.58, -3.29, 0.49], [-1.61, -2.38, -0.76], [-0.56, 0.95, -6.52]],
  "mulliken_charge": [-0.624, -0.261, -0.474, 0.492, -1.161, -0.484, 0.858, -0.178, -0.353, 0.411, -0.303, -0.318, 0.579, -0.271, -0.292, 0.644, -0.383, -0.103, -0.303, 0.070, -0.613, -0.684, 1.514, -1.812, -0.211, -1.291, 0.712, -0.258, -0.370, 0.788, -0.235, -0.222, -0.293, -0.750, 0.103, -0.433, -0.311, 0.286, 0.344, 0.297, 0.435, 0.445, 0.553, -0.043, 0.253, 0.583, 0.648, 0.300, 0.291, 0.471, 0.495, 0.540, 0.920],
  "mol_weight_g_mol": 797.05,
  "total_energy_ha": -5324.470754,
  "charge": 0
}

=====

[4]
{
  "formula": "C41H37BrF3N6O14",
  "method": "the ωB97M-V functional and the def2-TZVPD basis",
  "symbols": ["C", "C", "C", "C", "C", "O", "C", "C", "F", "F", "F", "C", "C", "O", "O", "C", "O", "C", "N", "Br", "H", "H", "H", "H", "H", "H", "H", "H", "H", "H", "H", "H", "C", "C", "C", "C", "C", "C", "N", "O", "O", "H", "H", "H", "H", "H", "C", "C", "C", "C", "C", "C", "N", "O", "O", "H", "H", "H", "H", "H", "C", "C", "C", "C", "C", "C", "N", "O", "O", "H", "H", "H", "H", "H", "C", "C", "C", "C", "C", "C", "N", "O", "O", "H", "H", "H", "H", "H", "C", "C", "C", "C", "C", "C", "N", "O", "O", "H", "H", "H", "H", "H"],
  "coordinates": [[4.40, -1.90, -0.54], [3.63, -3.28, -0.39], [4.41, -4.48, 0.28], [5.90, -4.35, 0.84], [6.99, -3.89, -0.25], [6.57, -4.38, -1.56], [7.44, -3.87, -2.59], [8.54, -4.98, -3.03], [9.71, -4.30, -3.48], [8.07, -5.79, -4.10], [8.87, -5.84, -1.95], [3.65, -5.85, 0.44], [4.28, -7.15, 1.09], [3.64, -7.86, 1.92], [5.58, -7.60, 0.74], [2.18, -5.94, -0.07], [1.44, -7.17, 0.09], [1.51, -4.71, -0.70], [2.25, -3.46, -0.85], [1.27, -2.06, -1.68], [5.29, -2.01, -1.27], [3.76, -1.02, -0.87], [4.84, -1.63, 0.49], [5.86, -3.56, 1.69], [6.30, -5.30, 1.33], [8.03, -4.24, 0.04], [7.00, -2.73, -0.23], [8.02, -2.93, -2.30], [6.78, -3.66, -3.51], [5.67, -7.35, -0.22], [0.98, -7.04, 0.97], [0.42, -4.81, -1.06], [13.50, -3.85, 2.49], [12.51, -4.63, 1.89], [11.24, -4.11, 1.69], [10.97, -2.80, 2.08], [11.95, -2.02, 2.68], [13.22, -2.55, 2.89], [9.64, -2.23, 1.85], [8.79, -2.96, 1.33], [9.45, -1.07, 2.17], [14.49, -4.26, 2.64], [12.74, -5.65, 1.59], [10.48, -4.73, 1.23], [11.75, -1.00, 3.00], [14.00, -1.95, 3.35], [-0.97, 0.71, -4.03], [-0.54, 0.47, -2.73], [-0.99, 1.27, -1.69], [-1.87, 2.32, -1.96], [-2.30, 2.57, -3.26], [-1.84, 1.76, -4.30], [-2.36, 3.16, -0.86], [-1.95, 2.92, 0.27], [-3.15, 4.04, -1.14], [-0.63, 0.07, -4.84], [0.14, -0.35, -2.52], [-0.65, 1.08, -0.67], [-2.98, 3.38, -3.49], [-2.17, 1.94, -5.31], [-2.17, 4.87, 2.68], [-1.75, 4.63, 3.98], [-2.21, 5.44, 5.02], [-3.09, 6.49, 4.73], [-3.51, 6.73, 3.42], [-3.04, 5.91, 2.40], [-3.59, 7.33, 5.82], [-3.19, 7.10, 6.95], [-4.39, 8.21, 5.53], [-1.82, 4.23, 1.87], [-1.07, 3.82, 4.20], [-1.87, 5.25, 6.03], [-4.19, 7.54, 3.19], [-3.36, 6.09, 1.37], [-7.12, 4.58, 2.72], [-6.45, 5.03, 1.58], [-6.47, 4.27, 0.41], [-7.16, 3.06, 0.40], [-7.82, 2.60, 1.53], [-7.79, 3.36, 2.70], [-7.20, 2.27, -0.84], [-6.59, 2.70, -1.81], [-7.84, 1.23, -0.83], [-7.11, 5.18, 3.62], [-5.93, 5.98, 1.60], [-5.95, 4.64, -0.46], [-8.35, 1.65, 1.53], [-8.31, 3.01, 3.59], [-10.16, 1.46, -3.03], [-11.14, 0.68, -3.64], [-12.41, 1.20, -3.85], [-12.69, 2.50, -3.46], [-11.72, 3.29, -2.85], [-10.45, 2.76, -2.64], [-14.02, 3.07, -3.71], [-14.86, 2.34, -4.24], [-14.22, 4.23, -3.39], [-9.17, 1.05, -2.87], [-10.91, -0.34, -3.94], [-13.17, 0.58, -4.33], [-11.93, 4.31, -2.54], [-9.68, 3.37, -2.16]],
  "mulliken_charge": [-0.818, 0.625, 0.615, -1.036, -0.031, -0.373, -0.634, 0.876, -0.255, -0.251, -0.229, 0.077, 0.397, -0.482, -0.467, -0.203, -0.470, -0.155, -0.208, 0.225, 0.107, 0.405, 0.309, 0.345, 0.471, 0.304, 0.249, 0.382, 0.311, 0.401, 0.375, 0.375, -0.400, -0.586, -0.150, 0.213, -0.405, -0.470, 0.975, -0.678, -0.591, 0.389, 0.384, 0.390, 0.443, 0.379, -0.585, 0.036, -0.170, -0.124, -0.263, -0.519, 1.108, -0.662, -0.574, 0.394, -0.092, 0.431, 0.467, 0.398, -0.245, -0.495, -0.309, -0.112, -0.344, -0.324, 1.003, -0.597, -0.594, 0.283, 0.385, 0.447, 0.467, 0.487, -0.568, -0.404, -0.293, 0.091, -0.391, -0.481, 1.049, -0.588, -0.601, 0.423, 0.512, 0.385, 0.459, 0.391, -0.269, -0.538, -0.306, 0.015, -0.494, -0.237, 0.989, -0.596, -0.593, 0.414, 0.364, 0.433, 0.423, 0.386],
  "mol_weight_g_mol": 974.67,
  "total_energy_ha": -5839.143407,
  "charge": 1
}

=====

[5]
{
  "formula": "C4H8NO",
  "method": "the ωB97M-V functional and the def2-TZVPD basis",
  "symbols": ["C", "C", "C", "C", "N", "O", "H", "H", "H", "H", "H", "H", "H", "H"],
  "coordinates": [[-2.58, 1.14, 0.12], [1.14, -1.44, -0.30], [-1.33, 1.10, -0.20], [0.88, -0.04, -0.50], [1.53, -0.51, 0.81], [1.52, 0.78, -1.30], [-3.29, 1.84, -0.26], [-2.99, 0.17, 0.45], [0.21, -2.13, 0.03], [1.85, -1.93, -0.86], [-0.86, 1.85, -0.86], [0.84, -0.60, 1.55], [2.46, -0.47, 1.12], [2.14, 0.32, -1.81]],
  "mulliken_charge": [-0.449, -0.448, -0.141, 0.273, -0.170, -0.394, 0.321, 0.230, 0.243, 0.355, 0.256, 0.313, 0.258, 0.351],
  "de_lowest_kcal_mol": 145.9,
  "mol_weight_g_mol": 86.11,
  "charge": 1
}

=====

> Number 5 is which compound?

C4H8NO